1) Density functional theory data (ωB97M-V/def2-TZVPD) for a cluster of 2 separate species, C4H12N3O2 in total.

Geometry as XYZ:
```
21
Properties=species:S:1:pos:R:3:mulliken_charge:R:1
C 0.4283 0.5513 0.5163 -0.468
C -0.8872 -0.4758 2.2645 -0.849
C 1.7384 -1.1095 -0.2048 -0.640
C 1.0786 -1.6099 0.9619 -0.185
N -1.3043 1.7753 -3.4016 -0.640
N 0.7336 -0.1434 -0.6594 0.434
N -0.2529 -0.5711 -1.4286 -0.032
O -0.0552 -1.6312 -1.9561 -0.441
O 0.4555 -0.3705 1.5481 -0.038
H 1.2243 1.2993 0.8143 0.236
H -0.5526 1.1460 0.3936 0.405
H -2.0876 2.4020 -3.3137 0.220
H -1.0172 0.3471 3.0158 0.362
H -0.7692 -1.2483 2.9098 0.444
H -1.8414 -0.4672 1.7657 0.389
H 2.6586 -0.5933 -0.1055 0.345
H 2.0210 -1.9458 -0.8860 0.332
H 1.7234 -1.9752 1.7322 0.326
H 0.1439 -2.1668 0.8428 0.340
H -1.4195 0.8911 -2.9270 0.237
H -1.0985 1.5853 -4.3815 0.223
```

## Properties
* multiplicity: 1
* LUMO level: -3.57 eV
* net charge: +1
* gap between HOMO and LUMO: 0.3189 Ha

=====

2) Density functional theory data (ωB97M-V/def2-TZVPD) for a cluster of 2 separate species, C4H12N3O2 in total.

Geometry as XYZ:
```
21
Properties=species:S:1:pos:R:3:mulliken_charge:R:1
C 0.2251 0.8969 -1.7761 -1.324
C 1.3521 1.0690 1.8703 -0.937
C 1.2581 -0.9639 -0.2457 -1.099
C 0.8026 0.4153 -0.4919 0.910
N -1.5903 -1.6683 0.0707 -0.337
N 0.8855 1.2784 0.5072 -0.062
N -1.4004 -0.4804 0.0145 0.327
O -2.8389 -2.2250 -0.1067 -0.446
O -2.3186 0.4690 -0.1378 -0.391
H 0.2571 0.0729 -2.3520 0.450
H -0.8263 1.0954 -1.7375 0.392
H 0.7360 1.8333 -2.2160 0.384
H 1.5740 2.0447 2.4061 0.322
H 2.3662 0.4900 1.9485 0.314
H 0.5662 0.5412 2.4857 0.341
H 1.7117 -1.1494 0.7885 0.348
H 0.4508 -1.6039 -0.4139 0.341
H 2.0213 -1.2324 -0.9843 0.350
H 0.6844 2.2194 0.3873 0.307
H -2.6902 -3.2697 -0.1067 0.414
H -3.2265 0.1678 0.0899 0.395
```

## Properties
* multiplicity: 1
* LUMO level: -3.67 eV
* net charge: +1
* gap between HOMO and LUMO: 0.3926 Ha

=====

Compare the structures above. Which one is the least stable? 1) is.